Computed, not measured: a cluster of 2 separate species, C2H4OS2 in total, with ωB97M-V with the def2-TZVPD basis set.

Each line ends with the Mulliken charge.
Atoms and positions in Å:
O  2.07  -0.94  0.86  -0.433
C  1.75  -0.22  -0.03  0.217
S  2.50  1.40  -0.24  -0.233
H  1.06  -0.24  -0.88  0.271
H  3.49  1.17  0.77  0.177
C  -2.71  -0.41  -0.21  -0.372
S  -2.79  1.15  0.25  -0.160
H  -2.37  -1.07  0.62  0.255
H  -3.00  -0.85  -1.14  0.277

As for the total charge: 0. As for the structure (SMILES): O=CS.C=S. Its LUMO energy is -0.615 eV. The highest occupied orbital energy comes out at -9.0 eV. As for the molar mass: 108.187 g mol⁻¹.

***

Computed, not measured: a structure of composition C26H38CrN5OPS, with ωB97M-V with the def2-TZVPD basis set.

Each line ends with the Mulliken charge.
Atoms and positions in Å:
Cr  -1.62  1.89  0.01  0.150
N  0.66  4.10  -2.97  -0.427
C  0.07  3.48  -1.92  0.528
S  -1.59  3.04  -2.08  -0.576
N  0.86  3.31  -0.87  -1.338
N  0.20  2.74  0.17  1.487
C  0.82  2.59  1.30  -0.478
C  2.22  3.01  1.55  -0.306
C  2.50  3.94  2.55  -0.050
C  3.81  4.33  2.80  -0.816
C  4.85  3.79  2.05  -0.427
C  4.57  2.86  1.06  -0.804
C  3.27  2.47  0.81  0.021
C  0.02  1.96  2.36  0.897
C  0.53  1.60  3.61  -0.415
C  -0.29  0.97  4.52  -0.733
C  -1.61  0.69  4.17  -0.824
C  -2.04  1.06  2.92  -0.069
N  -1.26  1.68  2.04  0.336
H  0.20  4.06  -3.87  0.226
H  1.66  4.20  -2.95  0.234
H  1.69  4.36  3.13  0.513
H  4.02  5.06  3.57  0.388
H  5.87  4.10  2.24  0.390
H  5.38  2.43  0.47  0.419
H  3.05  1.76  0.02  0.387
H  1.56  1.82  3.84  0.506
H  0.10  0.69  5.49  0.434
H  -2.28  0.18  4.85  0.427
H  -3.05  0.84  2.59  0.345
C  1.73  -1.48  0.23  -2.227
C  0.35  -2.14  0.39  2.835
C  0.53  -3.66  0.31  -2.070
C  -0.12  -1.77  1.81  -2.559
P  -0.81  -1.33  -0.86  -0.272
N  -1.15  0.10  -0.43  0.516
C  -2.37  -2.41  -1.00  2.107
C  -3.49  -1.57  -1.64  -1.572
C  -2.25  -3.73  -1.76  -1.951
C  -2.86  -2.72  0.43  -1.827
C  0.07  -1.34  -2.53  2.392
C  1.09  -0.18  -2.53  -2.186
C  0.78  -2.63  -2.95  -1.960
C  -0.96  -0.98  -3.62  -1.954
H  2.34  -1.75  1.09  0.708
H  1.65  -0.40  0.18  0.240
H  2.25  -1.83  -0.66  0.248
H  1.32  -3.96  1.02  0.532
H  0.84  -4.00  -0.67  0.295
H  -0.37  -4.20  0.60  0.323
H  0.71  -1.93  2.51  0.590
H  -0.96  -2.36  2.16  0.264
H  -0.40  -0.71  1.85  0.678
H  -3.40  -1.50  -2.72  0.293
H  -3.50  -0.56  -1.24  0.005
H  -4.45  -2.05  -1.43  0.564
H  -2.07  -3.58  -2.82  0.282
H  -3.19  -4.28  -1.66  0.529
H  -1.46  -4.38  -1.37  0.259
H  -2.90  -1.82  1.04  0.114
H  -2.25  -3.46  0.93  0.270
H  -3.87  -3.13  0.35  0.691
H  2.04  -0.46  -2.08  0.227
H  0.70  0.69  -2.02  0.371
H  1.30  0.10  -3.57  0.668
H  1.64  -2.85  -2.31  0.304
H  1.16  -2.50  -3.96  0.526
H  0.13  -3.50  -2.95  0.250
H  -1.54  -0.10  -3.35  0.237
H  -1.64  -1.80  -3.83  0.300
H  -0.42  -0.76  -4.54  0.639
O  -4.76  1.94  0.07  -0.281
C  -3.62  1.97  0.06  0.173

The spin multiplicity is 5. As for the total charge: 0. Its LUMO energy (spin up / spin down) is -0.172 / -0.581 eV. The highest occupied orbital energy (spin up / spin down) comes out at -6.4 / -7.4 eV. As for the molar mass: 551.661 g mol⁻¹.

***

Computed, not measured: a cluster of 2 separate species, CH4IN2O2 in total, with ωB97M-V with the def2-TZVPD basis set.

Each line ends with the Mulliken charge.
Atoms and positions in Å:
C  -0.26  -1.09  -0.37  -0.562
N  1.44  2.03  0.39  -0.402
N  0.77  -0.17  0.06  0.562
O  0.44  1.12  0.21  -0.002
O  1.99  -0.62  0.00  -0.583
I  -3.85  -0.20  0.50  -0.885
H  -0.26  -1.78  0.39  0.302
H  -1.27  -0.59  -0.46  0.054
H  0.22  -1.54  -1.20  0.280
H  0.77  2.83  0.47  0.235

As for the total charge: -1. Its LUMO energy (spin up / spin down) is 2.833 / 3.272 eV. The highest occupied orbital energy (spin up / spin down) comes out at -3.8 / -3.8 eV. As for the molar mass: 202.959 g mol⁻¹.

***

Computed, not measured: a structure of composition C22H38N9O3RbS, with ωB97M-V with the def2-TZVPD basis set.

Each line ends with the Mulliken charge.
Atoms and positions in Å:
Rb  0.49  0.31  0.62  0.552
C  0.86  -5.96  3.77  -1.093
C  0.95  -4.59  4.42  -0.354
N  1.82  -3.66  3.70  -0.131
C  1.46  -2.92  2.61  0.078
S  2.59  -1.80  1.96  -0.519
N  0.20  -3.18  2.21  -0.521
N  -0.18  -2.57  1.05  0.197
C  -1.33  -2.94  0.58  0.576
C  -2.35  -3.86  1.27  -1.324
C  -1.71  -2.43  -0.79  0.120
C  -2.74  -3.03  -1.53  -0.704
C  -2.97  -2.59  -2.80  -0.498
C  -2.26  -1.51  -3.32  -0.800
C  -1.27  -0.97  -2.51  -0.566
N  -0.99  -1.43  -1.29  0.234
H  0.20  -6.66  4.30  0.307
H  1.84  -6.40  3.78  0.338
H  0.59  -5.86  2.70  0.258
H  1.37  -4.68  5.42  0.431
H  -0.04  -4.13  4.47  0.220
H  2.74  -3.46  4.07  0.191
H  -2.03  -3.95  2.31  0.306
H  -2.39  -4.86  0.82  0.260
H  -3.37  -3.42  1.27  0.378
H  -3.32  -3.85  -1.11  0.338
H  -3.73  -3.08  -3.37  0.445
H  -2.40  -1.12  -4.31  0.479
H  -0.66  -0.16  -2.86  0.647
N  1.65  2.93  2.15  -0.407
C  1.38  2.68  3.58  -0.584
C  0.13  3.46  3.89  -0.647
C  -0.99  2.88  3.02  0.773
O  -1.04  1.69  2.80  -0.656
O  -1.82  3.81  2.55  -0.581
H  2.48  2.46  1.89  0.221
H  1.84  3.90  1.99  0.155
H  2.23  3.03  4.18  0.393
H  1.26  1.62  3.80  0.304
H  0.27  4.47  3.54  0.282
H  -0.17  3.42  4.95  0.280
N  -3.63  3.14  0.59  -0.386
C  -4.10  1.79  0.32  -1.087
C  -2.86  0.93  0.17  0.104
N  -1.94  1.40  -0.91  -0.120
C  -1.62  2.83  -0.72  -0.043
C  -2.84  3.67  -0.53  -1.015
H  -2.60  3.41  1.99  0.549
H  -4.43  3.76  0.82  0.240
H  -4.76  1.76  -0.58  0.367
H  -4.70  1.45  1.17  0.411
H  -3.12  -0.13  -0.05  0.136
H  -2.31  0.96  1.11  -0.038
H  -2.39  1.25  -1.80  0.387
H  -1.06  3.22  -1.60  0.392
H  -0.95  2.90  0.13  -0.144
H  -3.48  3.70  -1.43  0.409
H  -2.54  4.67  -0.28  0.429
N  1.85  1.77  -1.74  -0.580
C  2.81  1.46  -2.31  0.562
N  3.98  1.14  -2.86  -0.107
C  4.09  -0.16  -3.51  -0.688
C  3.44  -0.09  -4.91  -0.420
O  4.01  0.92  -5.72  -0.396
C  3.93  2.20  -5.10  -0.416
C  4.59  2.20  -3.69  -0.663
H  3.58  -0.94  -2.95  0.399
H  5.14  -0.39  -3.55  0.317
H  2.38  0.11  -4.69  0.270
H  3.53  -1.00  -5.47  0.397
H  2.89  2.50  -5.03  0.313
H  4.45  2.90  -5.76  0.336
H  4.40  3.14  -3.17  0.407
H  5.65  1.99  -3.73  0.299

As for the total charge: 0. Its LUMO energy is 0.088 eV. The highest occupied orbital energy comes out at -6.3 eV. As for the molar mass: 594.141 g mol⁻¹.

***

Computed, not measured: a cluster of 2 separate species, C3H2Br2O2 in total, with ωB97M-V with the def2-TZVPD basis set.

Each line ends with the Mulliken charge.
Atoms and positions in Å:
O  1.71  1.75  1.13  -0.319
C  0.72  1.54  0.56  1.012
C  -0.38  1.27  -0.07  -1.043
Br  -1.93  0.76  0.92  -0.069
H  -0.52  1.40  -1.12  0.414
O  0.83  -1.28  -1.38  -0.345
C  0.05  -1.62  -0.57  0.054
Br  0.56  -2.12  1.22  -0.108
H  -1.04  -1.71  -0.69  0.405

As for the total charge: 0. As for the structure (SMILES): O=C=CBr.O=CBr. Its LUMO energy is -0.332 eV. The highest occupied orbital energy comes out at -9.3 eV. As for the molar mass: 229.855 g mol⁻¹.

***

Computed, not measured: a cluster of 3 separate species, C6H14O2 in total, with ωB97M-V with the def2-TZVPD basis set.

Each line ends with the Mulliken charge.
Atoms and positions in Å:
C  1.12  -0.22  -1.63  -0.544
C  1.80  0.89  -1.51  -1.036
C  1.37  -1.52  -0.88  -0.725
C  0.41  -1.60  0.28  -1.061
C  0.90  -1.46  1.55  0.362
C  -0.07  -1.28  2.64  -1.875
H  0.24  -0.16  -2.14  0.682
H  1.85  1.89  -1.95  0.380
H  2.55  1.03  -0.74  0.210
H  2.45  -1.71  -0.72  0.405
H  1.28  -2.39  -1.62  0.324
H  -0.61  -1.47  -0.10  0.494
H  1.94  -1.33  1.84  0.392
H  -1.14  -1.10  2.40  0.608
H  0.16  -0.33  3.02  0.357
H  -0.15  -2.07  3.39  0.416
H  -2.10  1.55  1.50  0.314
H  -1.72  2.54  0.52  0.423
O  -2.45  2.19  0.95  -0.739
H  -1.94  0.92  -1.37  0.400
H  -2.59  2.20  -1.67  0.481
O  -1.73  1.76  -1.58  -1.269

The spin multiplicity is 2. As for the total charge: -1. Its LUMO energy (spin up / spin down) is 3.763 / 3.615 eV. The highest occupied orbital energy (spin up / spin down) comes out at 1.0 / -5.8 eV. As for the molar mass: 118.176 g mol⁻¹.

***

Summary of relative energy (zero: lowest compared OMol25 entry of this formula, charge and spin) in kcal per mole
38.03; 4.03; 0.00; 3.46; 29.42; 57.42
(order as listed above)